This record from OMol25 describes H2LiO as an isolated structure. The level of theory is the ωB97M-V functional and the def2-TZVPD basis.

As for the charge: +1. The calculation puts the energy above the lowest of the compared OMol25 structures with the same formula, charge and spin at 20.18 kcal/mol. For the gap between HOMO and LUMO, the calculation gives 0.392 hartree. As for the LUMO energy: -0.2034 Eh. The calculation puts the energy at -2278.458 eV.

```
4
Properties=species:S:1:pos:R:3:forces:R:3:lowdin_charge:R:1
O -0.1186 1.4408 1.4886 -1.0 0.0 0.1 -0.095
H -0.5298 2.3145 1.2993 0.4 -0.8 0.2 0.066
H -0.6022 1.1047 2.2769 0.5 0.4 -0.7 0.063
Li 0.0662 -0.6924 -0.7185 0.0 0.4 0.3 0.965
```
Forces are in eV/Å.